ORCA calculation (the ωB97M-V functional and the def2-TZVPD basis) on 7 unconnected molecules or ions with the total composition C14H28Br14.

Relative energy (zero: lowest compared OMol25 entry of this formula, charge and spin) = 200.6 kJ/mol
SMILES = BrCCBr.BrCCBr.BrCCBr.BrCCBr.BrCCBr.BrCCBr.BrCCBr
Electronic energy = -995566.469 eV

Positions of all 56 atoms, in Å:
Br 0.9033 -4.3520 5.1345
C 2.3643 -4.6952 6.4140
C 2.1393 -6.0082 7.0342
Br 3.9438 -6.6782 7.7119
H 2.2125 -3.8733 7.1137
H 3.3214 -4.5376 5.9169
H 1.7879 -6.7732 6.3418
H 1.3989 -5.9702 7.8332
Br -8.8220 -4.8000 -2.9340
C -8.8238 -3.0630 -3.8173
C -8.4786 -1.9734 -2.8465
Br -8.4525 -0.1956 -3.7441
H -9.7753 -2.8060 -4.2828
H -8.0918 -3.1203 -4.6230
H -7.4964 -2.1556 -2.4105
H -9.1323 -1.9800 -1.9744
Br -0.7056 -6.6769 -2.9573
C 0.2500 -6.9145 -1.2605
C 1.5498 -7.6850 -1.5026
Br 2.2798 -8.1795 0.2165
H -0.3633 -7.3885 -0.4942
H 0.5098 -5.9257 -0.8825
H 2.3270 -7.1796 -2.0758
H 1.5041 -8.6257 -2.0513
Br 8.4875 -2.9118 -2.0814
C 7.9370 -3.2181 -0.2371
C 9.0992 -2.7608 0.7507
Br 8.5273 -2.6034 2.6748
H 7.9201 -4.3023 -0.1260
H 6.9513 -2.7579 -0.1688
H 9.4969 -1.7864 0.4671
H 9.9769 -3.4059 0.7118
Br 4.5646 8.8455 -6.1333
C 5.1863 7.0004 -5.8620
C 5.2541 6.5670 -4.3901
Br 6.0339 4.7601 -4.2324
H 6.1066 6.8404 -6.4237
H 4.3820 6.4261 -6.3219
H 4.2885 6.5441 -3.8849
H 5.8953 7.2532 -3.8369
Br 0.3240 0.3473 -1.7665
C -1.2701 0.9840 -0.7073
C -1.5355 2.4443 -1.0358
Br -3.0854 3.1348 0.0012
H -0.9481 0.9577 0.3337
H -2.0823 0.2590 -0.7585
H -1.7710 2.5383 -2.0959
H -0.6813 3.0513 -0.7360
Br -4.8069 9.5876 4.8341
C -6.6849 9.1900 4.2737
C -7.1812 10.2064 3.2124
Br -9.0787 9.8845 2.8431
H -7.2361 8.9741 5.1889
H -6.7127 8.2124 3.7926
H -6.6110 10.0592 2.2952
H -7.0964 11.2363 3.5592

Force components x, y, z for each atom (eV/Å):
0.224 -0.090 -0.036
-0.346 1.696 -0.354
0.567 -1.523 0.400
-1.306 0.370 -0.158
0.298 -0.209 0.115
-0.297 -0.347 -0.154
0.403 0.104 -0.063
0.458 -0.002 0.243
-0.193 0.370 -0.139
-0.007 0.584 -0.779
0.690 -0.047 0.771
-0.100 -0.959 0.516
-0.188 -0.647 0.176
0.017 -0.080 0.182
0.178 0.326 -0.342
-0.396 0.453 -0.384
0.127 -0.091 0.517
0.925 0.026 -0.201
0.131 -0.505 -0.509
0.248 0.076 0.282
-0.179 -0.179 -0.509
-0.150 0.012 -0.205
-0.234 0.691 0.405
-0.866 -0.023 0.223
0.153 0.049 0.119
1.632 -0.429 1.046
-0.889 0.731 -0.577
0.219 -0.245 -1.295
-0.603 0.147 -0.136
0.411 0.018 0.526
-0.434 0.141 0.206
-0.492 -0.413 0.112
0.365 -0.333 0.365
-0.986 -0.833 0.147
0.525 0.728 -0.162
-0.280 0.615 -0.157
-0.052 0.239 0.302
0.282 -0.057 -0.199
0.044 -0.084 -0.344
0.101 -0.276 0.050
-1.076 0.345 0.528
0.843 0.145 0.994
-0.391 -0.545 -0.289
0.585 -0.393 -0.405
0.241 -0.211 -0.096
0.034 0.317 -0.725
-0.027 0.377 0.214
-0.208 -0.040 -0.220
-0.969 -0.173 -0.417
0.172 -0.520 -0.697
0.256 -0.291 1.282
0.419 -0.005 0.023
-0.197 1.071 -0.058
0.602 -0.001 -0.124
-0.231 0.079 0.092
-0.051 -0.160 -0.102